This record from OMol25 describes a structure of composition C6H11NO3S. The level of theory is wB97M-V/def2-TZVPD.

Positions of all 22 atoms, in Å:
C  2.02885  0.28001  -1.21562
C  -0.56371  1.47957  1.05212
C  0.85821  -0.65439  -0.87486
C  1.37700  -1.07758  0.39495
C  -1.20331  0.34329  0.26664
C  -2.17060  -1.71664  0.41895
N  -0.37303  2.64218  0.35587
O  4.08604  -0.77208  0.19514
O  -0.44069  0.05621  -0.87571
O  -1.53652  -0.69386  1.16748
S  2.79050  -0.02220  0.45247
H  2.62263  -0.13080  -2.11843
H  1.70766  1.22271  -1.49187
H  -0.07806  1.21904  2.00176
H  0.72839  -1.50407  -1.74846
H  0.82628  -1.69212  1.16984
H  -2.11380  0.74538  -0.06201
H  -1.55543  -1.86462  -0.49170
H  -3.25830  -1.40506  0.02023
H  -2.31929  -2.60265  0.92807
H  -1.10907  2.62649  -0.44132
H  -0.30374  3.52118  0.89646

Summary:
**Relative energy (zero: lowest compared OMol25 entry of this formula, charge and spin)**: 165.8 kcal per mole
**LUMO energy (alpha / beta)**: 0.6680 / -1.2260 eV
**Total charge**: 0
**E_HOMO (alpha / beta)**: -8.54 / -6.86 eV
**Orbital gap (alpha / beta)**: 9.21 / 5.64 eV